96
Properties=species:S:1:pos:R:3:lowdin_charge:R:1 method="wB97M-V/def2-TZVPD" energy_ha=-15345.378983 homo_lumo_gap_ev=4.14 total_charge=-2
C -1.744 -4.321 -3.432 -0.166
C -0.532 -4.306 -2.403 -0.283
C 0.293 -2.957 -2.577 -0.408
N 0.067 -2.009 -1.471 -0.204
Ta 0.658 0.025 -1.859 1.716
I 2.431 -0.718 -4.019 0.338
C 2.462 -0.116 -0.474 -0.389
C 2.144 -0.222 1.052 -0.367
C 1.720 -1.625 1.571 -0.583
Br 2.925 -3.090 1.034 0.625
O -1.051 0.145 -3.207 -0.277
C -2.207 -0.007 -2.561 -0.485
N -3.165 -0.242 -1.968 0.114
O -0.571 0.715 -0.255 -0.145
B -0.551 2.118 -0.164 -0.939
O -1.468 2.960 -0.825 0.100
O 0.456 2.773 0.576 0.108
C 1.160 2.245 -2.437 -0.814
O 2.167 2.834 -1.974 -0.165
O 0.372 2.829 -3.273 -0.184
H -2.564 -3.673 -3.053 0.022
H -2.112 -5.356 -3.610 0.037
H -1.362 -3.954 -4.413 0.071
H -0.815 -4.493 -1.327 0.031
H 0.136 -5.153 -2.697 0.060
H 1.358 -3.274 -2.597 0.062
H -0.050 -2.529 -3.542 0.046
H -0.884 -2.088 -1.111 0.009
H 3.071 0.813 -0.602 0.047
H 3.107 -0.941 -0.859 -0.024
H 1.425 0.557 1.389 0.088
H 3.102 0.024 1.587 0.091
H 0.693 -1.819 1.199 0.045
H 1.689 -1.613 2.683 0.053
H -0.896 3.628 -1.230 0.039
H 0.242 3.708 0.682 0.082
C 2.803 0.551 -8.165 -1.012
Cl 4.488 1.096 -8.096 0.469
Cl 2.377 -0.424 -6.740 0.259
H 2.155 1.422 -8.198 0.023
H 2.666 -0.046 -9.064 0.011
C -1.120 -8.405 -1.509 -1.009
Cl -2.391 -7.334 -0.905 0.502
Cl 0.478 -7.690 -1.291 0.526
H -1.164 -9.344 -0.966 0.018
H -1.283 -8.581 -2.568 0.023
C 1.545 5.616 -2.906 -0.990
Cl 0.395 6.104 -1.645 0.537
Cl 2.529 6.999 -3.443 0.443
H 2.198 4.842 -2.503 0.001
H 0.990 5.223 -3.752 0.020
C -2.334 8.590 -1.454 -1.012
Cl -3.481 9.066 -0.189 0.524
Cl -1.359 9.965 -1.981 0.499
H -1.676 7.820 -1.061 -0.025
H -2.887 8.203 -2.303 0.033
C 6.980 -2.202 0.332 -1.033
Cl 7.705 -3.596 1.151 0.466
Cl 6.095 -2.686 -1.112 0.506
H 6.291 -1.713 1.015 0.019
H 7.769 -1.514 0.046 0.020
C 3.500 -6.105 3.021 -1.105
Cl 2.708 -6.774 1.593 0.486
Cl 5.242 -6.422 3.003 0.478
H 3.338 -5.030 3.041 -0.047
H 3.072 -6.561 3.904 -0.058
C -3.566 -2.792 -0.024 -1.013
Cl -3.728 -2.642 1.735 0.494
Cl -3.052 -4.425 -0.486 0.522
H -4.523 -2.579 -0.481 -0.054
H -2.829 -2.074 -0.371 -0.014
C -5.422 -3.248 -4.400 -1.000
Cl -5.572 -3.100 -2.648 0.558
Cl -4.924 -4.878 -4.877 0.504
H -6.384 -3.032 -4.853 0.018
H -4.679 -2.536 -4.749 0.033
C -4.368 10.890 2.738 -1.021
Cl -6.049 11.366 3.026 0.531
Cl -3.290 12.289 2.769 0.506
H -4.062 10.193 3.512 0.032
H -4.299 10.415 1.764 -0.062
C -8.457 12.526 5.352 -1.048
Cl -9.096 13.631 4.129 0.491
Cl -9.763 11.746 6.256 0.494
H -7.863 11.761 4.861 -0.046
H -7.837 13.087 6.044 0.028
C 2.099 -5.882 7.124 -1.026
Cl 3.437 -5.351 6.103 0.551
Cl 1.079 -7.062 6.290 0.523
H 2.503 -6.339 8.022 0.012
H 1.495 -5.019 7.387 0.028
C 6.059 -3.864 9.011 -1.026
Cl 6.543 -2.605 7.872 0.514
Cl 4.301 -3.952 9.168 0.502
H 6.427 -4.821 8.654 0.026
H 6.487 -3.642 9.984 0.021